Arrangement a

The following is a quantum chemistry calculation of a 2-piece molecular cluster, C9H14O overall, from OMol25.

Calculated values
- orbital gap (hartree) = 0.336
- SMILES = Cc1ccc(O)cc1.CC
- charge = 0

Each line ends with the natural charge from an NBO analysis.
Atoms and positions in Å:
C: 1.85394 2.77218 1.02407  -0.620
C: 0.72310 1.76053 0.88401  -0.056
C: -0.62305 2.03330 1.05976  -0.188
C: -1.50015 0.92428 0.93224  -0.298
C: -1.00338 -0.32447 0.65818  0.300
O: -1.81376 -1.41288 0.66590  -0.681
C: 0.36081 -0.68661 0.63617  -0.256
C: 1.18059 0.43102 0.78543  -0.185
H: 2.77766 2.45166 1.48780  0.219
H: 1.46173 3.62724 1.55993  0.208
H: 2.10849 3.09745 0.01556  0.214
H: -0.91924 3.02616 1.33981  0.216
H: -2.55061 1.03676 1.08980  0.208
H: -2.76138 -1.17323 0.54993  0.476
H: 0.66578 -1.71469 0.48224  0.237
H: 2.20656 0.11521 0.62609  0.206
C: 0.04699 -1.64136 -2.36644  -0.629
C: 0.55513 -2.95444 -3.02796  -0.614
H: 0.57109 -1.33894 -1.47230  0.212
H: 0.01983 -0.64791 -2.81482  0.213
H: -1.01932 -1.82255 -2.15189  0.201
H: -0.11708 -3.24087 -3.85023  0.208
H: 0.82489 -3.72059 -2.32241  0.211
H: 1.50678 -2.74756 -3.54589  0.198

=====

Arrangement b

The following is a quantum chemistry calculation of a 2-piece molecular cluster, C9H14O overall, from OMol25.

Calculated values
- orbital gap (hartree) = 0.337
- SMILES = Cc1ccc(O)cc1.CC
- charge = 0

Each line ends with the natural charge from an NBO analysis.
Atoms and positions in Å:
C: -1.23777 -3.16264 -1.33667  -0.631
C: -0.69132 -2.34578 -0.18394  -0.050
C: -1.47585 -2.13093 0.94113  -0.185
C: -1.01558 -1.40658 2.02216  -0.299
C: 0.18693 -0.72299 1.89351  0.310
O: 0.85175 -0.04151 2.86369  -0.681
C: 0.78367 -0.65296 0.64066  -0.269
C: 0.31644 -1.40930 -0.42800  -0.187
H: -2.03536 -2.72426 -1.92924  0.219
H: -1.51320 -4.15264 -0.98181  0.213
H: -0.40566 -3.40242 -2.00634  0.213
H: -2.40379 -2.69020 0.95054  0.211
H: -1.60341 -1.17843 2.90687  0.212
H: 0.57299 -0.18939 3.77561  0.487
H: 1.67744 -0.06553 0.54538  0.222
H: 0.86819 -1.24732 -1.33945  0.214
C: 1.53117 2.98820 -0.79681  -0.609
C: 0.36087 3.88523 -1.29205  -0.604
H: 1.61580 3.24849 0.25020  0.210
H: 1.16382 1.98999 -1.00910  0.206
H: 2.44707 3.18372 -1.34005  0.201
H: 0.25361 4.03001 -2.37037  0.201
H: 0.29490 4.83525 -0.77949  0.198
H: -0.54272 3.36200 -0.99642  0.198

=====

The structure with the greatest stability is arrangement b.

=====

Arrangement a

The following is a quantum chemistry calculation of a 3-piece molecular cluster, C4H12O2 overall, from OMol25.

Calculated values
- expectation value of S² = 0.7507
- orbital gap (spin up / spin down) (hartree) = 0.066 / 0.321
- charge = -1
- 2S+1 = 2

Each line ends with the natural charge from an NBO analysis.
Atoms and positions in Å:
C: 0.32663 -0.21994 1.38685  -0.286
C: 1.22727 -1.19765 1.14674  -0.240
C: 1.07770 -2.62175 1.48262  -0.851
C: 0.10662 1.04280 0.60566  -0.701
H: -0.11923 -0.42356 2.31185  0.194
H: 1.98470 -1.07840 0.24540  0.155
H: 2.02867 -3.25975 1.61999  0.199
H: 0.43859 -3.08448 0.64663  0.201
H: 0.57315 -2.85138 2.46061  0.202
H: 1.00250 1.28371 0.10226  0.199
H: -0.59542 1.00270 -0.13239  0.221
H: -0.16640 1.92067 1.27149  0.192
H: 0.67608 4.45781 -4.14540  0.446
H: -0.67844 4.22335 -4.62576  0.447
O: 0.16774 4.22738 -4.94417  -0.968
H: -1.36951 -1.89512 1.21820  0.450
H: -2.80948 -1.96354 2.02229  0.311
O: -2.34206 -1.77148 1.10337  -1.172

=====

Arrangement b

The following is a quantum chemistry calculation of a 2-piece molecular cluster, C4H12O2 overall, from OMol25.

Calculated values
- expectation value of S² = 0.7504
- orbital gap (spin up / spin down) (hartree) = 0.081 / 0.384
- charge = -1
- 2S+1 = 2

Each line ends with the natural charge from an NBO analysis.
Atoms and positions in Å:
C: -1.24798 -0.07413 -0.21168  -0.797
C: 0.05188 0.49250 0.20002  -0.569
C: 0.09572 1.95900 0.81496  0.064
C: 1.45692 1.86920 1.59865  -0.642
O: 0.25671 2.90923 -0.32650  -0.745
H: -1.14464 -1.12232 -0.70205  0.201
H: -2.10539 -0.13035 0.48164  0.196
H: -1.57733 0.59477 -0.99450  0.173
H: 0.72987 0.57682 -0.75258  0.213
H: 0.54670 -0.28202 0.87551  0.197
H: -0.81664 2.16329 1.41396  0.170
H: 1.88199 2.87150 1.81220  0.202
H: 2.30153 1.31246 1.13905  0.219
H: 1.29250 1.31174 2.59403  0.206
H: -0.62286 2.79876 -0.74732  0.456
H: 0.05434 -6.18119 -2.87617  0.401
H: -0.36146 -5.24994 -1.78139  0.253
O: -0.79189 -5.81933 -2.53782  -1.197

=====

The structure with the greatest stability is arrangement b.

=====

Arrangement a

The following is a quantum chemistry calculation of C3H4N4 as an isolated structure, from OMol25.

Calculated values
- orbital gap (hartree) = 0.309
- charge = 0

Each line ends with the natural charge from an NBO analysis.
Atoms and positions in Å:
N: 0.08221 1.44986 -1.50175  -0.796
C: 0.22291 0.37387 -0.66629  0.254
C: -0.67714 0.39903 0.38921  -0.165
N: -0.72955 -0.51933 1.35975  -0.341
C: 0.08409 -1.53184 1.39581  0.085
N: 1.06614 -1.78980 0.47666  -0.161
N: 1.36401 -1.15524 -0.51744  -0.026
H: -0.62695 2.16271 -1.28953  0.386
H: 0.60284 1.64069 -2.34094  0.403
H: -1.40789 1.22052 0.49238  0.169
H: 0.01933 -2.25046 2.20214  0.190

=====

Arrangement b

The following is a quantum chemistry calculation of one molecule with the formula C3H4N4, from OMol25.

Calculated values
- orbital gap (hartree) = 0.298
- charge = 0

Each line ends with the natural charge from an NBO analysis.
Atoms and positions in Å:
N: 2.09924 -0.40320 -0.24260  -0.745
C: 0.77452 -0.40383 -0.25775  0.085
C: 0.23010 0.67993 0.50920  -0.155
N: -1.04318 0.95488 0.65661  -0.318
C: -2.08096 0.31347 0.13866  -0.045
N: -1.91192 -0.77674 -0.63578  -0.037
N: -1.12361 -1.47647 -1.10318  0.116
H: 2.63920 0.30541 0.26390  0.358
H: 2.65002 -1.10524 -0.71448  0.395
H: 0.90722 1.37216 1.04085  0.144
H: -3.09552 0.63323 0.31521  0.203

=====

Arrangement c

The following is a quantum chemistry calculation of one molecule with the formula C3H4N4, from OMol25.

Calculated values
- orbital gap (hartree) = 0.340
- charge = 0

Each line ends with the natural charge from an NBO analysis.
Atoms and positions in Å:
C: -0.42781 -0.26261 -0.35553  0.260
C: -1.53599 0.42837 -0.62490  -0.471
C: 0.88751 1.16650 0.92900  0.003
N: -0.29460 -1.63294 -0.56046  -0.349
N: 0.80699 -2.05909 -0.37283  0.276
N: 1.83144 -2.47175 -0.21296  -0.031
N: 0.79543 0.27057 0.05551  -0.446
H: -1.57195 1.48989 -0.46091  0.207
H: -2.40150 -0.05453 -1.04265  0.220
H: 1.86999 1.55267 1.15676  0.177
H: 0.04050 1.57292 1.48897  0.155

=====

The structure with the greatest stability is arrangement c.

=====

Arrangement a

The following is a quantum chemistry calculation of one molecule with the formula C3H4N4, from OMol25.

Calculated values
- orbital gap (hartree) = 0.322
- SMILES = C=C=N/N=N\N=C
- charge = 0

Each line ends with the natural charge from an NBO analysis.
Atoms and positions in Å:
C: -1.51420 -0.86973 0.76618  -0.637
C: -0.42754 -0.23036 1.11741  0.412
N: 0.43015 0.33075 1.77058  -0.341
N: 1.66152 0.73549 1.32903  -0.005
N: 1.91649 0.44104 0.16422  0.004
N: 1.12701 -0.11397 -0.69227  -0.239
C: 0.55690 0.53771 -1.64528  -0.075
H: -2.57300 -0.54341 0.83029  0.250
H: -1.55203 -1.89222 0.40018  0.246
H: -0.14332 -0.07732 -2.26721  0.197
H: 0.51804 1.68203 -1.77312  0.187

=====

Arrangement b

The following is a quantum chemistry calculation of one molecule with the formula C3H4N4, from OMol25.

Calculated values
- orbital gap (hartree) = 0.361
- SMILES = [H]/N=N\c1cn[nH]c1
- charge = 0

Each line ends with the natural charge from an NBO analysis.
Atoms and positions in Å:
H: 2.15529 0.92158 0.51081  0.258
N: 2.59606 0.05616 0.16847  -0.277
N: 1.73588 -0.74376 -0.19608  -0.104
C: 0.37971 -0.42951 -0.05166  -0.075
C: -0.72795 -1.31062 0.02980  -0.026
N: -1.87779 -0.66053 0.10804  -0.243
N: -1.48711 0.63852 0.07747  -0.333
C: -0.17066 0.84763 -0.10215  -0.062
H: -0.72259 -2.39863 0.00628  0.223
H: -2.19276 1.25203 -0.31434  0.406
H: 0.31192 1.82712 -0.23662  0.233

=====

The structure with the greatest stability is arrangement b.

=====

Arrangement a

The following is a quantum chemistry calculation of one molecule with the formula C3H4N4, from OMol25.

Calculated values
- orbital gap (spin up / spin down) (hartree) = 0.333 / 0.333
- SMILES = Nc1cncnn1
- charge = 0

Each line ends with the natural charge from an NBO analysis.
Atoms and positions in Å:
N: 1.98400 -0.22263 -0.53670  -0.817
C: 0.63375 -0.20662 -0.23747  0.285
C: 0.13055 0.77878 0.59196  -0.084
N: -1.16790 0.70685 0.94769  -0.390
C: -2.00980 -0.10527 0.38198  0.142
N: -1.67766 -0.95679 -0.71406  -0.181
N: -0.43938 -1.06124 -1.04121  -0.157
H: 2.59089 0.57914 -0.35835  0.402
H: 2.44898 -1.01662 -0.93963  0.405
H: 0.67641 1.64746 1.00958  0.201
H: -3.00762 -0.21562 0.83944  0.194

=====

Arrangement b

The following is a quantum chemistry calculation of one molecule with the formula C3H4N4, from OMol25.

Calculated values
- orbital gap (spin up / spin down) (hartree) = 0.300 / 0.298
- charge = 0

Each line ends with the natural charge from an NBO analysis.
Atoms and positions in Å:
C: 1.02326 -1.56575 0.00477  -0.647
C: 0.40981 -0.24189 0.33669  0.159
N: 0.86788 0.80065 0.79471  -0.251
N: -0.93978 1.59416 0.37651  0.078
N: -1.15421 2.53320 -0.32510  -0.255
C: -1.11390 -0.09416 -0.19034  0.159
N: -1.98096 -0.69979 -0.69697  -0.347
H: -0.58581 3.34969 -0.04756  0.370
H: 1.10928 -1.65443 -1.07955  0.249
H: 0.36280 -2.36080 0.35490  0.248
H: 2.00164 -1.66087 0.47194  0.237

=====

Arrangement c

The following is a quantum chemistry calculation of C3H4N4 as an isolated structure, from OMol25.

Calculated values
- orbital gap (hartree) = 0.346
- charge = 0

Each line ends with the natural charge from an NBO analysis.
Atoms and positions in Å:
C: -0.52619 -0.42609 -0.24787  0.540
C: 1.61419 0.44715 0.07469  0.277
C: -0.31240 1.55695 0.72026  0.333
H: -0.70107 -2.12110 -1.26552  0.406
H: -1.64315 -2.37046 0.09635  0.403
H: 2.52357 0.38037 -0.37110  0.187
H: -0.55629 2.31025 0.99734  0.122
N: -1.18079 -1.41687 -0.68179  -0.781
N: 0.81562 -0.53283 -0.42933  -0.529
N: 1.06491 1.54634 0.65372  -0.497
N: -1.09841 0.62629 0.45324  -0.461

=====

The structure with the greatest stability is arrangement a.

=====

Arrangement a

The following is a quantum chemistry calculation of one molecule with the formula C2H4N4O, from OMol25.

Calculated values
- orbital gap (hartree) = 0.335
- SMILES = Nc1n[nH]c(O)n1
- charge = 0

Each line ends with the natural charge from an NBO analysis.
Atoms and positions in Å:
N: -0.74578 -0.24930 2.13527  -0.806
C: -0.20976 -0.07187 0.87757  0.465
N: 1.08531 -0.12290 0.64179  -0.363
N: 1.11395 -0.00894 -0.72420  -0.413
C: -0.14060 0.13493 -1.18814  0.628
O: -0.42690 0.29257 -2.49340  -0.657
N: -1.01470 0.09039 -0.21742  -0.536
H: -0.07466 -0.12027 2.87873  0.389
H: -1.61097 0.25077 2.27895  0.391
H: 1.98285 0.19072 -1.19217  0.411
H: 0.04127 -0.38610 -2.99698  0.492

=====

Arrangement b

The following is a quantum chemistry calculation of one molecule with the formula C2H4N4O, from OMol25.

Calculated values
- orbital gap (hartree) = 0.337
- SMILES = [H]/N=c1/nc(O)[nH][nH]1
- charge = 0

Each line ends with the natural charge from an NBO analysis.
Atoms and positions in Å:
H: 2.94307 -0.17009 -0.04676  0.334
N: 2.15134 -0.87228 -0.02105  -0.688
C: 1.03653 -0.36113 0.04981  0.510
N: -0.12985 -1.27505 0.17193  -0.493
C: -1.06234 -0.40265 0.04832  0.654
O: -2.41187 -0.50184 -0.01897  -0.655
N: -0.73117 0.99795 -0.03582  -0.475
N: 0.63327 0.94004 0.08743  -0.484
H: -2.62886 -1.57678 -0.39193  0.512
H: -1.02403 1.67721 0.76329  0.395
H: 1.22390 1.54464 -0.60626  0.390

=====

The structure with the greatest stability is arrangement a.